A molecular structure, C39H53BMoN8S3 at a distorted geometry, computed with ωB97M-V with the def2-TZVPD basis set.

Calculated values
- Largest force on an atom: 2.9 eV Å⁻¹
- Kohn-Sham gap (spin up / spin down): 2.4 / 2.7 eV
- Total charge: +4
- Energy relative to the best compared isomer or geometry (same formula, charge and spin): 28.4 kcal per mole
- 2S+1: 3
- HOMO energy (spin up / spin down): -16.47 / -16.47 eV
- Expectation value of S²: 2.030

Geometry as XYZ:
```
105
C39H53BMoN8S3 | the Open Molecules 2025 dataset | ωB97M-V with the def2-TZVPD basis set
Mo -0.29843 1.21482 1.81854
C -1.83447 -2.61550 4.84855
C -0.91654 -2.75598 3.66635
C -0.03445 -3.81161 3.47299
C 0.97457 -3.84581 2.45388
N 0.94542 -2.99980 1.47215
N -0.02900 -2.02648 1.55891
B -0.00301 -1.05876 0.37428
N -1.20153 -0.98873 -0.44704
N -1.69421 -2.18210 -0.96091
C -2.78196 -2.11414 -1.65920
C -3.56963 -0.93187 -1.76202
C -3.05906 0.27494 -1.34431
C -3.73635 1.62687 -1.51628
C -1.78189 0.22577 -0.69393
S -0.88062 1.76589 -0.37955
C -3.18031 -3.35793 -2.38863
C -4.28219 -4.10016 -1.64663
C -1.92711 -4.27832 -2.49847
C -3.69326 -2.92551 -3.78258
N 1.31104 -0.77841 -0.34819
N 1.27294 -1.10737 -1.72527
C 2.39182 -0.97360 -2.37842
C 3.64331 -0.64560 -1.75469
C 3.63774 -0.02705 -0.48079
C 4.77297 0.65782 0.19978
C 2.38730 -0.10505 0.20337
S 1.97677 0.85832 1.62651
C 2.38495 -1.22343 -3.88291
C 3.45729 -0.40111 -4.56938
C 1.01874 -0.88366 -4.43395
C 2.70576 -2.75530 -3.97324
C -0.82637 -1.80057 2.63076
S -1.76450 -0.28398 2.77304
C 2.01268 -4.92351 2.47072
C 2.81826 -4.84901 3.78767
C 1.26747 -6.27805 2.35998
C 2.96391 -4.75663 1.26844
H -1.88595 -3.57494 5.40105
H -2.83391 -2.33407 4.46871
H -1.50818 -1.85489 5.57999
H 0.00953 -4.65782 4.16216
H -4.54450 -0.99132 -2.20475
H -4.71184 1.53871 -1.97804
H -3.11913 2.34775 -2.09177
H -3.94198 2.12692 -0.53152
H -3.98573 -4.14794 -0.58554
H -4.46563 -5.08050 -2.06243
H -5.23874 -3.52654 -1.68658
H -1.65471 -4.68306 -1.50214
H -1.10304 -3.66206 -2.87796
H -2.12889 -5.09067 -3.18543
H -4.46481 -2.17801 -3.65060
H -4.13316 -3.73148 -4.40272
H -2.87648 -2.43735 -4.39927
H 4.55950 -0.74608 -2.30395
H 5.55240 0.84658 -0.52168
H 5.30677 0.01570 0.92538
H 4.48057 1.62039 0.68302
H 3.32893 0.67136 -4.28790
H 3.31773 -0.50162 -5.67228
H 4.46816 -0.75224 -4.32132
H 0.79981 0.17669 -4.33225
H 0.17960 -1.43489 -4.01475
H 1.07764 -1.03744 -5.56152
H 3.74294 -2.99126 -3.62186
H 2.67320 -2.97486 -5.05092
H 1.91324 -3.37137 -3.50766
H 2.17342 -5.02180 4.63930
H 3.26178 -3.81773 3.79433
H 3.58102 -5.61992 3.85992
H 0.80683 -6.52452 3.33446
H 1.90532 -7.12914 2.04378
H 0.42015 -6.17517 1.60980
H 3.49744 -3.78723 1.29008
H 2.38910 -4.76055 0.32764
H 3.67560 -5.57200 1.30722
C -1.71609 8.56533 -0.22393
C -0.82277 7.50770 -0.71527
C -0.67900 7.32733 -2.08588
C -0.04247 6.20217 -2.57243
C 0.45613 5.24973 -1.66493
C 0.40190 5.47834 -0.30937
C -0.14760 6.65896 0.14717
H -1.40219 9.57590 -0.66746
H -1.73001 8.69884 0.86642
H -2.77340 8.42044 -0.56306
H -1.07833 8.03626 -2.82938
H -0.00677 5.98412 -3.62480
H 0.87760 4.30843 -2.05061
H 0.85508 4.77899 0.36353
H -0.05528 6.93030 1.21176
N -0.36078 6.53980 5.05983
C -0.51910 5.41530 4.30950
C 0.19081 4.27700 4.65707
C 0.00475 3.08870 4.01079
N -0.67605 3.00210 2.81513
C -1.31267 4.15921 2.37100
C -1.24798 5.34945 3.09730
H 0.04051 6.40629 5.98099
H -1.06490 7.27524 4.95886
H 0.89406 4.33784 5.50375
H 0.40332 2.12265 4.47434
H -1.75051 4.06716 1.37869
H -1.71034 6.22137 2.66951
```

***

C5H8O in the gas phase, computed with ωB97M-V with the def2-TZVPD basis set.

Calculated values
- Largest force on an atom: 0.4 eV Å⁻¹
- Kohn-Sham gap: 8.6 eV
- Total charge: 0
- Energy relative to the best compared isomer or geometry (same formula, charge and spin): 115.9 kcal per mole
- 2S+1: 1
- HOMO energy: -8.63 eV

Geometry as XYZ:
```
14
C5H8O | the Open Molecules 2025 dataset | ωB97M-V with the def2-TZVPD basis set
O -1.25498 -1.22867 0.00048
C -0.57347 -0.17308 0.65706
C 0.78696 -0.79616 1.04595
C 1.90323 -0.96189 0.11264
C -0.30569 0.97753 -1.53481
C -0.39935 1.04488 -0.20972
H -2.02034 -0.85296 -0.45334
H -1.10388 0.11036 1.58267
H 0.60751 -1.69009 1.65377
H 1.36058 -0.10537 1.71156
H 1.76732 -0.19350 -0.68080
H -0.41285 0.02409 -2.04862
H -0.09023 1.84982 -2.14358
H -0.26479 1.99503 0.30674
```

***

A molecular structure, C40H102CdF3O14 at a distorted geometry, computed with ωB97M-V with the def2-TZVPD basis set.

Calculated values
- Largest force on an atom: 2.8 eV Å⁻¹
- Kohn-Sham gap: 7.5 eV
- Total charge: +1
- 2S+1: 1
- HOMO energy: -11.49 eV

Geometry as XYZ:
```
160
C40H102CdF3O14 | the Open Molecules 2025 dataset | ωB97M-V with the def2-TZVPD basis set
Cd 0.28255 2.81852 -1.85719
C 0.28539 1.37801 0.55063
O 0.11549 0.84452 -0.79569
O 0.38097 2.70105 0.27978
C -0.74969 0.92778 1.58763
F -2.03122 1.17326 1.30093
F -0.65322 -0.41104 1.77243
F -0.44542 1.52184 2.74793
C 0.10739 -0.57301 -1.01508
C 0.08314 -0.77108 -2.51683
H 1.01855 -0.47795 -3.00955
H 0.03705 -1.84021 -2.74075
H -0.71502 -0.22386 -3.02300
H -0.76930 -1.07757 -0.60307
H 0.99073 -1.05882 -0.59592
H 1.26705 0.98205 0.86193
C 2.67232 3.06616 3.56226
C 1.51717 4.05654 3.72192
C 1.92876 5.26504 4.54572
O 1.15562 4.52837 2.41852
H 3.54952 3.50537 3.08135
H 2.38947 2.25039 2.88832
H 3.02222 2.64899 4.50995
H 0.62758 3.61360 4.18528
H 1.08112 5.92903 4.72701
H 2.65340 5.84718 3.97102
H 2.36502 5.03523 5.51720
H 0.74985 3.75335 1.99671
C 4.17879 -0.34114 -3.96656
C 4.53587 -0.65568 -2.51798
C 6.00921 -0.43074 -2.18270
O 3.70733 0.16617 -1.69130
H 3.10556 -0.30724 -4.15398
H 4.62810 -1.01154 -4.70010
H 4.59763 0.63484 -4.24092
H 4.27439 -1.70210 -2.33915
H 6.29150 0.61562 -2.32302
H 6.62203 -1.06636 -2.81968
H 6.17360 -0.61851 -1.12084
H 3.85891 -0.08571 -0.76781
C -3.63974 1.25309 -1.41924
C -3.05488 2.33368 -2.30020
C -4.00239 3.45984 -2.66219
O -1.90068 2.88575 -1.60008
H -3.80434 1.57278 -0.38637
H -3.07820 0.32245 -1.40546
H -4.67376 1.04219 -1.71164
H -2.71071 1.87751 -3.23045
H -4.81606 3.08659 -3.29004
H -3.48865 4.21667 -3.25065
H -4.48730 3.85600 -1.77152
H -2.17428 3.21975 -0.71613
C 2.59307 -4.70343 -5.90535
C 1.45765 -4.93616 -4.92155
C 1.54474 -4.01973 -3.69129
O 0.17354 -4.72056 -5.51054
H 2.54425 -5.35572 -6.77322
H 3.55236 -4.81657 -5.39994
H 2.58018 -3.65999 -6.23502
H 1.51351 -5.99043 -4.63592
H 0.66119 -4.23169 -3.08426
H 1.41098 -3.00029 -4.05870
H 2.45355 -4.13039 -3.10367
H -0.48958 -5.22494 -5.03026
C 3.98245 3.31710 -0.22055
C 3.41265 3.68820 -1.56422
C 4.49550 3.72948 -2.63883
O 2.40489 2.69852 -1.95535
H 4.63972 4.10846 0.14292
H 4.59717 2.41528 -0.22439
H 3.15685 3.16640 0.47854
H 2.88165 4.63702 -1.49041
H 4.09528 4.12376 -3.57864
H 4.95667 2.75492 -2.79063
H 5.26972 4.47000 -2.42934
H 2.92601 1.91984 -2.24200
C -2.64993 6.63789 1.43544
C -2.17323 5.20657 1.39473
C -2.31296 4.51278 2.73941
O -2.95828 4.48382 0.42986
H -2.33449 7.18638 0.54514
H -2.25792 7.22812 2.26688
H -3.73669 6.70743 1.53359
H -1.12661 5.18568 1.09225
H -3.32309 4.56634 3.14994
H -1.69081 4.91406 3.54445
H -1.99498 3.47504 2.63302
H -3.89820 4.54506 0.62543
C -1.82272 -1.63168 -5.69300
C -0.75099 -1.45172 -6.75335
C 0.57518 -0.88079 -6.25351
O -0.49473 -2.69637 -7.40764
H -2.79963 -1.89005 -6.09415
H -1.92303 -0.69793 -5.12550
H -1.51630 -2.40098 -4.97712
H -1.16615 -0.77863 -7.51052
H 1.09977 -0.45263 -7.11152
H 1.25438 -1.64670 -5.88414
H 0.41844 -0.06082 -5.54475
H -0.27845 -3.34244 -6.70828
C -3.00663 -0.07714 5.27108
C -3.43707 1.33027 5.63566
C -4.12856 2.09004 4.52476
O -4.45635 1.20368 6.67276
H -3.81960 -0.62441 4.77666
H -2.77940 -0.72446 6.11914
H -2.14189 -0.00047 4.60484
H -2.60723 1.78969 6.17702
H -4.44385 3.06789 4.88927
H -5.04495 1.57813 4.22262
H -3.56886 2.21585 3.59671
H -4.85259 0.33087 6.62638
C 1.58429 -0.47292 5.24699
C 1.76938 0.29805 6.54445
C 0.54046 1.14963 6.86995
O 2.01107 -0.68476 7.56108
H 1.24700 0.18448 4.44473
H 0.81522 -1.24478 5.33827
H 2.50493 -0.99745 4.99109
H 2.67159 0.90840 6.43919
H 0.77651 1.91547 7.61461
H -0.20866 0.54625 7.38993
H 0.07394 1.60231 5.99651
H 2.16691 -0.16643 8.36120
C 2.58973 -2.81075 2.16077
C 3.61460 -2.97982 1.04685
C 2.94738 -3.44149 -0.24991
O 4.11724 -1.66131 0.70345
H 2.05107 -3.75322 2.29109
H 1.90073 -1.98766 1.99058
H 3.12910 -2.67273 3.10226
H 4.45669 -3.60760 1.33900
H 2.59899 -4.47036 -0.14208
H 3.74705 -3.45500 -0.99268
H 2.13463 -2.79922 -0.57306
H 4.75042 -1.40575 1.38574
C -4.78582 -1.49082 0.18998
C -4.87449 -3.00357 0.11801
C -6.29518 -3.46760 -0.18004
O -4.06374 -3.45266 -0.98076
H -5.18556 -1.01705 -0.71032
H -3.80154 -1.07187 0.40073
H -5.41279 -1.12658 1.01279
H -4.46371 -3.39499 1.04893
H -7.01022 -3.10474 0.56973
H -6.44955 -4.54625 -0.17296
H -6.66197 -3.09270 -1.13831
H -4.39762 -3.04088 -1.78406
C -0.40160 -3.97035 -0.04160
C -0.95986 -5.31492 -0.51460
C -1.75150 -6.09718 0.52695
O -1.76526 -5.10401 -1.65819
H 0.03135 -3.45082 -0.89631
H 0.38119 -4.10500 0.70586
H -1.24649 -3.40245 0.35708
H -0.13714 -5.97806 -0.80433
H -1.94908 -7.10672 0.17318
H -2.67451 -5.55299 0.74774
H -1.22108 -6.21730 1.47610
H -2.62812 -4.75789 -1.38794
```

***

no.,DFT total energy (hartree)
1,-3242.141259
2,-270.373191
3,-3105.700712